1.
11
Properties=species:S:1:pos:R:3:forces:R:3 method="wB97M-V/def2-TZVPD" homo_lumo_gap_ev="7.142 / 7.136" total_energy_ev=-7658.6380
N 1.469634 -1.391450 0.166052 -0.458 -0.088 0.261
C 0.238989 -1.408917 0.466656 0.508 0.032 -0.096
C 0.472938 1.567763 0.366412 -0.146 0.010 0.017
N -0.772736 1.413753 0.112602 0.204 -0.114 0.059
C -1.239355 0.324242 -0.563839 0.094 -0.144 0.004
N -0.685276 -0.860790 -0.528045 -0.288 0.223 0.006
H 1.978077 -1.797343 0.952607 0.034 0.045 -0.103
H 0.741684 2.390907 1.028164 0.009 -0.133 -0.061
H 1.271579 0.948735 -0.051127 -0.187 0.106 -0.066
H -2.228474 0.410127 -1.003956 0.174 0.022 -0.046
H -1.247059 -1.597028 -0.945526 0.057 0.041 0.025

2.
19
Properties=species:S:1:pos:R:3:forces:R:3 method="wB97M-V/def2-TZVPD" homo_lumo_gap_ev=9.708 total_energy_ev=-7895.7258 smiles=CCCNC.O
C -1.292850 -0.632454 1.339964 -0.383 -0.426 0.170
C -0.450160 0.625326 1.337314 -0.789 0.192 1.109
C 0.652089 0.584616 0.339524 -0.558 0.809 -0.761
N 1.371309 1.855055 0.301554 0.725 -0.323 -1.258
C 2.206728 1.807735 -0.943845 0.807 0.384 1.227
H -2.242050 -0.425374 1.862224 0.310 -0.320 -0.196
H -0.750210 -1.416704 1.894134 -0.357 0.075 -0.288
H -1.522460 -1.010514 0.329544 0.057 0.175 0.298
H -1.068480 1.513255 1.103444 0.300 -0.376 0.213
H -0.113150 0.717076 2.387774 0.207 0.378 -0.472
H 1.245519 -0.349494 0.366314 0.132 0.349 0.155
H 0.119340 0.617216 -0.630295 0.290 -0.568 0.174
H 2.006478 1.994945 1.097654 -0.421 -0.277 -0.424
H 2.913699 0.974276 -0.795015 0.099 0.181 -0.593
H 2.780589 2.746705 -1.018815 -0.195 -0.383 -0.086
H 1.668749 1.647445 -1.893315 -0.226 0.127 0.726
O -2.709029 -4.010563 -2.588784 0.622 0.807 0.705
H -1.765450 -4.053513 -2.312984 -1.027 0.082 -0.274
H -3.050659 -3.185043 -2.176395 0.405 -0.886 -0.426